(1)
{"formula": "C3H8NO2S", "method": "the ωB97M-V functional and the def2-TZVPD basis", "elements": ["C", "C", "C", "N", "O", "O", "S", "H", "H", "H", "H", "H", "H", "H", "H"], "coordinates": [[-0.905964, 1.763668, 0.584948], [-1.198539, 0.258844, -1.372193], [2.195986, -1.182142, 0.891960], [-0.533273, 0.914048, -0.206861], [2.623932, 1.504504, 0.410156], [2.393235, -0.082152, -1.502657], [2.109578, 0.259418, -0.157496], [-0.241037, 2.140854, 1.348488], [-1.928472, 2.157661, 0.711553], [-2.171147, 0.614319, -1.624567], [-1.201762, -0.707968, -0.910287], [-0.548675, 0.176433, -2.236613], [1.401066, -1.138275, 1.628178], [2.331698, -1.996407, 0.225679], [3.111922, -0.874561, 1.651152]], "forces_ev_per_angstrom": [[-1.59, 1.72, 2.17], [1.21, -0.34, 1.99], [2.01, 2.55, 3.07], [2.73, -1.51, -3.15], [-1.71, -2.64, -0.52], [-0.78, -0.28, 0.01], [1.19, 3.29, 0.42], [0.46, -0.03, 0.15], [0.14, -0.16, -0.69], [-0.68, 0.44, 0.04], [-0.83, -1.16, -0.56], [0.22, 0.50, 0.06], [-0.65, -0.47, -0.43], [-0.01, -0.91, -0.19], [-1.72, -1.00, -2.35]], "lumo_energy_ev": [-7.00, -6.99], "homo_energy_ha": [-0.5428, -0.5429], "gap_ev": [7.78, 7.78], "charge": 1, "energy_ha": -722.1254}

---

(2)
{"formula": "C2H4LiOTm", "method": "the ωB97M-V functional and the def2-TZVPD basis", "elements": ["C", "H", "C", "H", "H", "O", "Li", "Tm", "H"], "coordinates": [[-0.211006, -0.347738, -0.013873], [-0.513569, -1.173064, -0.675275], [1.195284, -0.421262, 0.310185], [1.473376, -0.929110, 1.238083], [1.885747, -0.561360, -0.534851], [-0.717857, 0.874667, -0.465540], [-2.501669, 1.218723, -0.368478], [1.034347, 2.024949, -0.027794], [-1.644649, -0.685801, 0.537543]], "forces_ev_per_angstrom": [[-6.27, -1.58, -0.32], [0.75, 0.13, -0.49], [0.48, -0.18, 1.33], [0.17, 0.10, -0.32], [-0.15, -0.04, 0.12], [1.22, 1.91, -0.84], [-0.31, -0.25, -0.11], [0.28, 0.05, 0.04], [3.83, -0.14, 0.60]], "lumo_energy_ev": [-9.34, -10.34], "homo_energy_ha": [-0.6331, -0.6213], "gap_ev": [7.89, 6.56], "multiplicity": 3, "charge": 2, "energy_ha": -1245.8035}

---

(3)
{"formula": "C5H6O3", "method": "the ωB97M-V functional and the def2-TZVPD basis", "elements": ["C", "C", "C", "O", "C", "O", "C", "O", "H", "H", "H", "H", "H", "H"], "coordinates": [[-1.871574, 1.238668, -0.658030], [-1.146136, 0.428934, -0.143350], [-0.308642, -0.641371, 0.387177], [0.846150, -0.238440, 1.188364], [1.263075, 1.113858, 1.131147], [-0.829828, -1.842309, 0.642961], [0.258936, -1.579273, -0.618778], [-0.044252, -1.558254, -1.913683], [-2.553226, 1.977291, -0.982385], [2.126237, 1.189378, 1.791150], [0.477141, 1.788133, 1.498412], [1.548100, 1.411219, 0.114671], [1.143433, -2.168868, -0.401441], [-0.909414, -1.118968, -2.036213]], "forces_ev_per_angstrom": [[0.45, -0.51, 0.54], [-0.55, 0.33, 0.27], [3.99, 0.86, -1.70], [-1.49, -0.15, 0.81], [-0.42, 0.06, 0.01], [0.18, -1.04, -0.82], [-1.19, 0.62, 1.25], [-1.30, -0.75, -0.10], [-0.15, 0.21, -0.28], [-0.03, -0.02, -0.08], [0.17, -0.05, -0.11], [0.00, 0.00, 0.07], [-0.18, 0.34, 0.22], [0.51, 0.10, -0.07]], "lumo_energy_ev": 0.75, "homo_energy_ha": -0.3411, "gap_ev": 10.03, "smiles": "C#C[C@@]1(OC)O[C@H]1O", "energy_ha": -419.6795}

---

(4)
{"formula": "C5H8N4O", "method": "the ωB97M-V functional and the def2-TZVPD basis", "elements": ["C", "C", "C", "C", "N", "N", "N", "H", "H", "H", "H", "H", "H", "H", "N", "C", "O", "H"], "coordinates": [[-0.136471, -1.115020, 2.645860], [-0.972165, -0.391711, 1.538593], [-0.089421, 0.315649, 0.504935], [1.034335, -0.148509, -0.083480], [1.474254, 0.899835, -0.784435], [0.699265, 1.977958, -0.641957], [-0.258499, 1.599555, 0.158684], [0.813544, -1.303089, 2.335134], [-0.554943, -2.116542, 2.887152], [-0.184972, -0.453129, 3.586795], [-1.726733, 0.298408, 1.992272], [-1.693240, -1.110080, 1.064926], [1.440659, -1.165417, 0.119727], [2.323664, 0.945700, -1.397783], [-0.679050, 1.006779, -3.940724], [-0.274050, 0.099267, -3.237110], [0.347680, -0.674714, -2.620610], [-1.563858, 1.335060, -4.127978]], "forces_ev_per_angstrom": [[-3.76, 1.07, 1.72], [-0.93, -0.31, -0.26], [-1.43, -0.43, 1.77], [0.33, -1.53, 0.94], [2.63, 0.15, -1.29], [-0.35, -0.81, 0.31], [-0.40, 1.19, -0.35], [2.86, -0.15, -0.68], [-0.02, 0.75, 0.02], [0.51, -1.22, -1.33], [1.07, -0.05, -0.31], [1.00, 0.28, -0.03], [0.14, 1.28, -0.95], [-1.43, 0.01, 0.99], [2.29, -1.77, 1.04], [0.27, 1.05, -0.64], [-0.75, -0.16, -0.69], [-2.04, 0.63, -0.27]], "lumo_energy_ev": 0.68, "homo_energy_ha": -0.3432, "gap_ev": 10.02, "smiles": "CCc1c[nH]nn1.N=C=O", "energy_ha": -489.5380}

---

(5)
{"formula": "C21H24F2GeIMnN3O3Se", "method": "the ωB97M-V functional and the def2-TZVPD basis", "elements": ["Mn", "F", "C", "C", "C", "C", "C", "F", "C", "C", "C", "C", "C", "C", "N", "H", "H", "H", "H", "H", "H", "I", "C", "C", "C", "C", "N", "C", "H", "H", "H", "H", "C", "Ge", "C", "C", "C", "Se", "C", "H", "H", "H", "H", "H", "H", "H", "H", "H", "H", "H", "H", "H", "H", "O", "N", "O", "O"], "coordinates": [[-0.325643, 0.302794, -1.397312], [-3.810018, 1.375070, 2.634154], [-3.010860, 1.836097, 1.651092], [-2.306354, 0.939214, 0.873227], [-1.469714, 1.398275, -0.146191], [-1.379023, 2.795583, -0.349850], [-2.117447, 3.653601, 0.459240], [-2.052972, 4.995616, 0.282598], [-2.939486, 3.205323, 1.469824], [-0.474930, 3.213694, -1.433944], [-0.199986, 4.518799, -1.847899], [0.690982, 4.731594, -2.882358], [1.303619, 3.650359, -3.501295], [0.986472, 2.387039, -3.049000], [0.126785, 2.172029, -2.049557], [-2.431723, -0.119401, 1.071449], [-3.501980, 3.893831, 2.082636], [-0.681903, 5.350249, -1.362086], [0.905819, 5.741671, -3.206490], [2.004692, 3.778350, -4.313110], [1.419836, 1.499243, -3.494780], [5.294711, -1.346103, -0.941435], [3.699865, -0.329886, -0.086917], [3.836631, 0.353659, 1.109624], [2.723595, 0.989143, 1.635073], [1.526592, 0.933942, 0.944394], [1.400286, 0.279880, -0.212627], [2.465449, -0.354444, -0.713659], [4.787481, 0.381974, 1.624645], [2.779843, 1.526989, 2.570941], [0.632820, 1.420493, 1.311842], [2.315546, -0.895417, -1.638330], [4.260806, -3.604248, 2.443481], [2.708266, -4.631205, 3.032072], [3.273178, -6.370507, 3.733568], [1.783207, -3.650855, 4.453036], [1.549496, -4.973943, 1.483076], [1.020855, -3.430121, 0.411820], [-0.428919, -2.800791, 1.539163], [4.996925, -3.520282, 3.244033], [3.945923, -2.603686, 2.147088], [4.736557, -4.078067, 1.583997], [3.904495, -6.241105, 4.613477], [3.840420, -6.923983, 2.984493], [2.409434, -6.971581, 4.020040], [2.359421, -3.722513, 5.376699], [0.791183, -4.063215, 4.639887], [1.677946, -2.594489, 4.204263], [0.645339, -5.514335, 1.767529], [2.096065, -5.620296, 0.793246], [-0.078157, -2.634096, 2.553608], [-1.247936, -3.516206, 1.534067], [-0.769284, -1.860715, 1.112019], [-0.500616, -2.901602, -3.100284], [-0.404653, -1.863073, -2.528447], [-1.002658, -1.601568, -1.427064], [0.316024, -0.886205, -2.950661]], "forces_ev_per_angstrom": [[-0.18, 0.49, 0.08], [0.00, 0.00, -0.01], [-0.01, 0.03, 0.01], [-0.01, 0.02, -0.02], [0.03, -0.15, 0.00], [0.02, 0.00, -0.02], [0.02, 0.00, -0.02], [0.00, 0.00, 0.00], [0.00, -0.02, 0.00], [-0.01, -0.02, 0.02], [-0.01, -0.02, 0.01], [0.01, -0.01, -0.01], [-0.01, 0.03, 0.01], [-0.02, 0.00, 0.01], [0.08, -0.03, 0.02], [0.00, 0.00, -0.01], [0.00, 0.00, 0.00], [0.00, 0.00, 0.00], [0.00, 0.00, 0.00], [0.00, 0.00, 0.00], [0.00, 0.00, 0.00], [0.02, -0.02, -0.01], [-0.03, 0.00, 0.04], [0.03, -0.04, 0.01], [-0.04, -0.02, 0.00], [-0.04, 0.02, 0.04], [0.06, -0.13, -0.25], [0.03, 0.02, 0.08], [0.00, 0.00, 0.00], [0.00, 0.00, 0.00], [0.01, 0.01, -0.01], [0.00, 0.02, -0.02], [0.00, -0.01, -0.02], [-0.01, 0.02, 0.02], [0.00, 0.00, 0.00], [-0.02, 0.01, -0.02], [0.01, -0.04, -0.02], [0.05, 0.04, 0.07], [0.03, 0.01, 0.02], [-0.01, 0.01, 0.00], [0.00, 0.03, -0.02], [0.01, 0.00, 0.01], [0.00, 0.00, 0.00], [0.00, 0.00, 0.00], [0.00, 0.00, 0.00], [0.00, 0.00, 0.00], [0.00, -0.01, 0.00], [-0.01, 0.00, -0.03], [0.00, 0.01, -0.01], [-0.01, -0.01, 0.01], [0.01, 0.01, 0.03], [0.00, -0.01, -0.02], [0.00, -0.01, -0.01], [-0.01, -0.09, -0.05], [0.01, -0.02, 0.05], [-0.11, -0.11, 0.04], [0.10, -0.02, -0.01]], "lumo_energy_ev": [-0.02, -0.04], "homo_energy_ha": [-0.2890, -0.2854], "gap_ev": [7.84, 7.72], "multiplicity": 2, "energy_ha": -7331.2529}

---

(6)
{"formula": "C9H19F6HgNO10S5", "method": "the ωB97M-V functional and the def2-TZVPD basis", "elements": ["Hg", "O", "C", "O", "O", "H", "C", "F", "F", "F", "S", "O", "O", "N", "S", "O", "O", "C", "F", "F", "F", "C", "S", "O", "C", "H", "H", "H", "H", "H", "H", "C", "S", "O", "C", "H", "H", "H", "H", "H", "H", "C", "S", "O", "C", "H", "H", "H", "H", "H", "H"], "coordinates": [[-0.405835, -0.886492, 0.141739], [3.331721, -4.766222, 0.818449], [2.493472, -3.824465, 0.650207], [2.771696, -2.629719, 0.876805], [1.296432, -4.082689, 0.565045], [2.816423, -5.553074, 0.626307], [-4.300450, -2.904621, 2.714891], [-4.855949, -1.847629, 3.331449], [-3.014707, -2.895875, 3.092344], [-4.892616, -4.045039, 3.174196], [-4.462179, -2.692307, 0.798369], [-3.472710, -3.584551, 0.149259], [-5.871839, -3.049924, 0.472557], [-3.930909, -1.016626, 0.435327], [-5.283694, -0.266756, 0.346924], [-6.067577, -0.374660, -0.905841], [-6.121646, -0.309973, 1.509955], [-4.602900, 1.598679, 0.343202], [-4.437978, 1.997247, 1.571539], [-3.493108, 1.734911, -0.442465], [-5.639049, 2.398687, -0.075018], [2.297588, 4.149879, -2.509176], [2.470237, 3.454249, -0.781974], [1.370985, 2.360664, -0.805123], [4.165277, 2.733670, -0.960839], [1.696398, 3.431506, -3.066506], [3.254409, 4.196410, -3.029204], [1.810920, 5.119682, -2.405531], [4.440819, 2.051481, -0.156599], [4.894067, 3.535245, -1.080877], [4.283955, 2.127548, -1.858977], [2.746859, -2.477758, -4.695295], [0.937023, -2.169145, -4.842988], [0.668679, -1.128622, -3.753250], [0.871773, -1.333621, -6.470211], [3.159087, -1.708646, -4.042106], [3.360116, -2.475553, -5.596416], [2.820581, -3.488906, -4.294981], [1.141960, -1.831232, -7.401603], [1.449963, -0.417217, -6.351901], [-0.129794, -0.930536, -6.620153], [0.387631, 3.472326, 5.098107], [0.126398, 1.587615, 5.069376], [-0.065122, 1.194421, 3.565504], [1.880470, 1.085707, 5.364533], [0.883289, 3.760285, 6.025202], [-0.562279, 3.965353, 4.891514], [1.082068, 3.848215, 4.346733], [2.456777, 1.794304, 5.959397], [2.355053, 0.997904, 4.387216], [1.888215, 0.095869, 5.820891]], "forces_ev_per_angstrom": [[0.04, -0.10, 0.03], [2.64, -1.40, -0.44], [-1.91, 1.23, 1.94], [0.43, 1.46, -0.60], [-1.79, -0.16, -1.10], [0.04, -0.79, 0.07], [-0.33, 0.63, 1.11], [-0.02, -0.91, -0.53], [-0.22, -0.47, -0.59], [0.78, 1.40, -1.09], [-0.41, -2.45, -2.92], [-1.01, 2.01, 1.86], [3.18, 1.51, 1.30], [0.33, -4.06, 1.45], [-3.79, 4.14, -3.06], [2.17, 0.07, 1.70], [0.47, -0.11, 0.67], [-2.10, -1.12, -1.04], [1.52, 0.01, 0.95], [-1.15, 0.31, 1.01], [1.30, -0.86, -0.79], [0.52, -0.39, 0.62], [-1.44, -1.60, -1.20], [2.04, 1.27, 0.40], [-0.14, -0.49, -0.70], [-0.25, 0.04, 0.36], [0.09, 0.38, 0.25], [0.08, -0.13, -0.22], [-0.32, 0.45, 0.39], [-0.18, 0.24, 0.41], [-0.53, 0.01, -0.24], [-0.05, -0.21, -0.32], [0.24, 0.62, 0.67], [0.22, -0.95, -1.51], [-0.17, 1.48, 0.34], [-0.29, -0.17, 0.24], [-0.50, 0.12, -0.39], [0.13, 0.22, 0.38], [0.27, -0.60, 0.53], [0.43, -0.08, -0.06], [-0.31, -0.43, 0.31], [0.42, -0.73, -0.26], [0.99, 0.65, -3.18], [0.06, 0.68, 2.78], [-0.16, 0.08, -0.07], [-0.64, -0.12, 0.39], [-0.06, -0.23, 0.47], [0.03, -0.70, -0.47], [-0.27, -0.02, 0.18], [-0.27, 0.14, -0.11], [-0.12, 0.13, 0.11]], "lumo_energy_ev": -6.37, "homo_energy_ha": -0.3320, "gap_ev": 2.66, "energy_ha": -3904.5724}

---

> Number 1 is which compound?

C3H8NO2S